This record from the Open Molecules 2025 dataset describes the molecule C16H15N5O4. The level of theory is ωB97M-V/def2-TZVPD.

Each line ends with the Mulliken charge.
Geometry (Å):
1 C -6.1389 -0.8765 1.7557  -0.785
2 O -6.0813 0.4608 1.3172  -0.453
3 C -5.0337 0.8436 0.5394  0.621
4 C -5.0293 2.1795 0.1345  -0.709
5 C -4.0043 2.6566 -0.6563  -0.471
6 C -2.9756 1.8225 -1.0564  -0.840
7 C -2.9788 0.4907 -0.6550  -0.053
8 N -1.9175 -0.3142 -1.0917  0.009
9 C -1.6584 -1.6053 -0.8003  0.793
10 O -2.3358 -2.3442 -0.1205  -0.665
11 C -0.3602 -2.1116 -1.4680  -0.803
12 O 0.8185 -1.5191 -0.9258  -0.290
13 C 1.2096 -0.3468 -1.4140  0.647
14 O 0.5928 0.2895 -2.2353  -0.687
15 C 2.4965 0.0743 -0.8277  0.162
16 N 2.9459 1.3345 -0.9039  -0.627
17 C 4.1053 1.3019 -0.2779  0.655
18 N 4.9820 2.2636 -0.0479  -0.586
19 C 6.0635 1.9337 0.6068  -0.037
20 C 6.3400 0.6350 1.0726  -0.920
21 C 5.4365 -0.3732 0.8410  1.397
22 C 5.5677 -1.7913 1.2583  -1.316
23 N 4.3257 -0.0163 0.1642  0.819
24 N 3.3010 -0.7731 -0.1909  -1.319
25 C -4.0056 -0.0027 0.1425  -0.083
26 H -7.0456 -0.9500 2.3544  0.227
27 H -5.2734 -1.1345 2.3735  0.323
28 H -6.2018 -1.5728 0.9139  0.320
29 H -5.8374 2.8178 0.4533  0.440
30 H -4.0045 3.6906 -0.9659  0.365
31 H -2.1713 2.1963 -1.6723  0.411
32 H -1.2471 0.1676 -1.6881  0.170
33 H -0.4074 -1.9203 -2.5465  0.376
34 H -0.2668 -3.1804 -1.2698  0.337
35 H 6.7652 2.7369 0.7822  0.419
36 H 7.2521 0.4309 1.6079  0.378
37 H 6.4713 -1.9437 1.8403  0.382
38 H 5.5865 -2.4315 0.3769  0.312
39 H 4.6953 -2.0823 1.8420  0.333
40 H -3.9807 -1.0366 0.4377  0.746

Cartesian forces (eV/Å) of the 6 atoms listed first:
C 0.0 -0.2 0.1
O 0.1 0.3 -0.1
C 0.1 0.3 -0.2
C -0.2 -0.1 0.1
C 0.0 -0.1 0.0
C 0.1 -0.1 0.0

* structure (SMILES): COc1cccc(NC(=O)COC(=O)c2nc3nccc(C)n3n2)c1
* gap between HOMO and LUMO: 7.7 eV
* 2S+1: 1
* energy above the lowest of the compared OMol25 structures with the same formula, charge and spin: 0.070 eV
* charge: 0

***

This record from the Open Molecules 2025 dataset describes the molecule C3H2N2O2. The level of theory is ωB97M-V/def2-TZVPD.

Each line ends with the Mulliken charge.
Geometry (Å):
1 O -2.5522 -0.5810 -0.5235  -0.414
2 C -1.7913 0.1565 0.0469  -0.056
3 C -0.3111 -0.0443 0.0433  0.634
4 N 0.5678 0.8935 0.2128  -0.496
5 C 1.7343 0.2046 0.0169  -0.059
6 N 1.5840 -1.0679 -0.2264  -0.270
7 O 0.2163 -1.2386 -0.2184  -0.071
8 H -2.1128 1.0605 0.5948  0.339
9 H 2.7098 0.6712 0.0386  0.393

Cartesian forces (eV/Å) of the 6 atoms listed first:
O 0.4 0.3 0.4
C -0.3 -0.3 -0.2
C 0.1 0.1 0.0
N -0.2 -0.2 0.0
C 0.2 -0.2 -0.1
N 0.1 0.4 0.0

* structure (SMILES): O=Cc1ncno1
* gap between HOMO and LUMO: 10.4 eV
* 2S+1: 1
* energy above the lowest of the compared OMol25 structures with the same formula, charge and spin: 1.561 eV
* charge: 0

***

This record from the Open Molecules 2025 dataset describes a structure of composition C2H2BiF2LiO. The level of theory is ωB97M-V/def2-TZVPD.

Each line ends with the Mulliken charge.
Geometry (Å):
1 F 0.2552 2.0390 0.1099  -0.452
2 C -0.7600 0.5121 0.2148  0.358
3 C 0.0317 -0.3585 -0.5787  -0.521
4 O 1.3243 -0.6175 -0.1339  -0.379
5 H -0.6164 0.7019 1.2882  0.352
6 H -0.2743 -0.5698 -1.6134  0.617
7 Bi 2.6896 0.6574 0.1540  1.225
8 Li -0.6275 -2.2533 0.2964  0.992
9 F -2.0226 -0.1113 0.2625  -0.191

Cartesian forces (eV/Å) of the 6 atoms listed first:
F -0.2 -1.3 -0.7
C -0.2 -2.0 3.6
C 2.2 0.6 0.0
O -5.7 -2.7 -2.1
H 0.4 0.0 -0.6
H 0.3 -0.4 0.3

* gap between HOMO and LUMO (alpha / beta): 8.3 / 5.8 eV
* 2S+1: 1
* charge: +2

***

This record from the Open Molecules 2025 dataset describes a structure of composition C11H30Cl2O2P3W. The level of theory is ωB97M-V/def2-TZVPD.

Each line ends with the Löwdin spin population.
Geometry (Å):
1 C -2.4815 1.7571 -2.2018  0.084
2 C -1.2452 1.0918 -1.6662  0.180
3 H -2.5473 1.4676 -3.2637  0.002
4 H -2.3740 2.8530 -2.1329  0.001
5 H -3.4122 1.4607 -1.6976  0.001
6 O -0.3397 0.6730 -2.4129  0.617
7 Cl -2.5792 2.5148 0.9866  0.011
8 W -1.0284 0.9138 0.5150  0.966
9 P 0.8492 2.4537 0.0701  -0.008
10 C 2.3350 1.8720 -0.7748  0.000
11 C 0.3109 3.8904 -0.9101  0.004
12 H 1.0935 4.6596 -0.8395  0.000
13 H 1.9943 4.0362 1.4653  -0.002
14 H -0.6365 4.2874 -0.5270  0.000
15 H 0.5011 3.4371 2.2662  0.000
16 H 2.0245 1.3797 -1.7069  0.000
17 H 0.1847 3.5920 -1.9583  0.000
18 C 1.3757 3.1484 1.6673  0.000
19 H 2.9771 2.7403 -0.9907  -0.001
20 H 1.9607 2.4015 2.2205  0.001
21 H 2.8769 1.1536 -0.1476  0.000
22 P -2.4943 -1.0618 0.4504  -0.006
23 C -1.7799 -2.6181 -0.1194  0.000
24 C -3.0871 -1.3921 2.1438  0.000
25 H -4.5293 0.0681 -0.2267  0.000
26 H -4.6694 -1.7189 -0.3069  -0.001
27 H -3.7828 -0.8318 -1.5857  0.000
28 C -4.0183 -0.8583 -0.5156  0.002
29 H -3.3360 -0.4501 2.6504  0.000
30 H -3.9866 -2.0254 2.0827  -0.001
31 H -2.5679 -3.3876 -0.1442  -0.001
32 H -0.9748 -2.9135 0.5660  0.000
33 H -2.3033 -1.9130 2.7095  0.001
34 H -1.3530 -2.4623 -1.1185  0.000
35 Cl -0.1370 0.2061 2.5517  0.151
36 C 3.4260 -1.8810 -1.2313  0.000
37 P 2.1772 -1.9051 0.0668  0.000
38 C 1.8843 -3.6345 0.4570  0.000
39 C 2.9645 -1.1725 1.4999  0.000
40 O 0.9200 -1.1910 -0.3617  0.000
41 H 2.9872 -2.3516 -2.1193  0.000
42 H 4.3258 -2.4251 -0.9131  0.000
43 H 3.6741 -0.8390 -1.4595  0.000
44 H 2.8420 -4.1555 0.6040  0.000
45 H 1.2795 -3.6955 1.3714  0.000
46 H 1.3361 -4.0851 -0.3801  0.000
47 H 3.0403 -0.0874 1.3858  0.000
48 H 2.3564 -1.3917 2.3828  0.000
49 H 3.9667 -1.6100 1.5990  0.000

Cartesian forces (eV/Å) of the 6 atoms listed first:
C -0.8 0.2 -0.9
C 3.2 -1.7 -3.1
H 0.0 0.2 0.3
H 0.1 -0.3 0.1
H 0.6 0.1 0.1
O -3.1 1.3 2.7

* gap between HOMO and LUMO (alpha / beta): 5.8 / 5.5 eV
* 2S+1: 3
* charge: +3

***

This record from the Open Molecules 2025 dataset describes a cluster of 2 separate species, C2H5N3OS in total. The level of theory is ωB97M-V/def2-TZVPD.

Each line ends with the Mulliken charge.
Geometry (Å):
1 C 1.7254 -0.5276 0.3082  0.524
2 C -0.9011 1.5519 -0.3424  -0.182
3 N -0.0635 0.7362 -0.3297  0.425
4 N 2.2512 -1.6076 -0.3357  -0.336
5 N 0.5185 -0.3346 -0.4388  -0.795
6 O 2.1164 0.1035 1.2861  -0.588
7 S -3.7667 0.8564 0.6152  -0.327
8 H -1.1292 2.5052 -0.5025  0.459
9 H -3.0518 0.1091 1.4569  0.179
10 H -2.8222 0.4773 -0.4117  0.145
11 H 1.9433 -1.8931 -1.2655  0.252
12 H 3.1796 -1.9767 -0.0403  0.245

Cartesian forces (eV/Å) of the 6 atoms listed first:
C -0.8 0.3 -0.2
C 2.1 -2.9 1.0
N -1.8 1.3 0.1
N 2.8 -1.2 0.8
N 1.0 -0.7 0.1
O -0.4 -1.1 -1.6

* gap between HOMO and LUMO: 9.2 eV
* 2S+1: 1
* energy above the lowest of the compared OMol25 structures with the same formula, charge and spin: 3.974 eV
* charge: 0

***

This record from the Open Molecules 2025 dataset describes a cluster of 2 separate species, CHF2IO in total. The level of theory is ωB97M-V/def2-TZVPD.

Each line ends with the Mulliken charge.
Geometry (Å):
1 C 0.3856 0.0648 -0.7752  0.438
2 O -1.2302 -0.4055 0.6303  -0.684
3 F 0.1218 1.2220 -1.2161  -0.105
4 F 1.3405 0.1419 0.1273  -0.156
5 I -0.8210 -0.2202 2.5053  0.186
6 H 0.2033 -0.8030 -1.2716  0.321

Cartesian forces, eV/Å:
C -0.7 2.1 6.2
O 1.6 0.5 -2.4
F -0.5 0.2 -0.9
F -0.3 -0.6 -1.3
I 0.3 0.1 -0.1
H -0.3 -2.3 -1.6

* gap between HOMO and LUMO: 7.5 eV
* 2S+1: 1
* energy above the lowest of the compared OMol25 structures with the same formula, charge and spin: 4.022 eV
* charge: 0

***

This record from the Open Molecules 2025 dataset describes a cluster of 2 separate species, C9H15N4 in total. The level of theory is ωB97M-V/def2-TZVPD.

Each line ends with the Mulliken charge.
Geometry (Å):
1 C -2.8813 -1.1200 0.0895  -0.625
2 C -0.8856 -0.1945 0.0205  0.170
3 C -1.5106 -1.4454 -0.0280  1.038
4 C -1.7818 0.8689 0.0985  -0.103
5 C -0.3770 2.6681 0.2353  -0.425
6 C 0.7916 1.8590 -0.1861  -0.699
7 C 0.6869 0.4598 -0.1722  0.529
8 C -0.8772 -2.7598 -0.2425  -1.469
9 C -4.2614 0.8681 -0.1110  -0.976
10 N -1.5258 2.1715 0.3004  -0.457
11 N -2.9976 0.2152 0.2015  0.125
12 N 1.6274 -0.3809 -0.3024  -0.256
13 N 4.0930 0.3325 0.1355  -0.910
14 H -3.7371 -1.8571 0.1275  0.330
15 H -0.2678 3.7236 0.3757  0.449
16 H 0.8929 2.1454 -1.2854  0.305
17 H 1.7190 2.3045 0.2173  0.458
18 H -1.7444 -3.5259 -0.3942  0.310
19 H -0.2847 -2.5656 -1.0851  0.408
20 H -0.2179 -3.2290 0.4781  0.315
21 H -4.2674 1.9529 0.1911  0.331
22 H -4.5121 0.9443 -1.2045  0.307
23 H -5.0510 0.3557 0.3733  0.361
24 H 2.6665 0.0471 -0.2008  0.392
25 H 1.4224 -1.4444 -0.3620  0.192
26 H 4.4185 0.8362 1.0318  0.317
27 H 4.5770 0.8835 -0.5821  0.277
28 H 4.4677 -0.6160 0.4173  0.309

Cartesian forces (eV/Å) of the 6 atoms listed first:
C 1.4 -2.0 0.1
C 4.8 3.8 -1.1
C -1.2 0.8 1.1
C 0.1 -3.6 0.6
C -0.1 -0.7 -0.2
C 1.5 3.5 -1.4

* gap between HOMO and LUMO: 8.0 eV
* 2S+1: 1
* energy above the lowest of the compared OMol25 structures with the same formula, charge and spin: 1.226 eV
* charge: +1

***

This record from the Open Molecules 2025 dataset describes the molecule C4H6N2O. The level of theory is ωB97M-V/def2-TZVPD.

Each line ends with the Mulliken charge.
Geometry (Å):
1 H 2.1015 2.3993 0.5454  0.275
2 N 1.1016 2.3430 0.7203  -0.580
3 C 0.6656 1.2712 0.2244  0.226
4 O -0.6586 1.0015 0.3861  -0.397
5 C -1.2668 -0.0104 -0.3852  -0.501
6 C -0.8788 -1.4381 0.0434  -0.341
7 C 0.4816 -1.7448 -0.4040  0.296
8 N 1.5540 -1.8051 -0.8363  -0.464
9 H 1.2761 0.5142 -0.2875  0.227
10 H -1.0387 0.1216 -1.4482  0.378
11 H -2.3443 0.1307 -0.2470  0.300
12 H -0.9496 -1.5475 1.1304  0.259
13 H -1.5532 -2.1633 -0.4239  0.321

Cartesian forces (eV/Å) of the 6 atoms listed first:
H 0.0 0.1 0.1
N 0.1 -0.2 -0.1
C 0.1 0.2 0.1
O 0.1 0.0 0.2
C -0.1 -0.2 -0.2
C 0.0 -0.1 0.0

* structure (SMILES): [H]/N=C/OCCC#N
* gap between HOMO and LUMO: 11.0 eV
* 2S+1: 1
* energy above the lowest of the compared OMol25 structures with the same formula, charge and spin: 1.672 eV
* charge: 0

***

This record from the Open Molecules 2025 dataset describes the molecule C2H4OS. The level of theory is ωB97M-V/def2-TZVPD.

Each line ends with the Mulliken charge.
Geometry (Å):
1 S -1.9170 -0.1281 -0.0430  -0.170
2 C -0.2829 0.3014 0.5403  -0.004
3 C 0.9294 -0.2210 -0.0421  -0.208
4 O 0.5764 1.1250 -0.2118  -0.362
5 H -1.4072 -0.3989 -1.2422  0.093
6 H -0.3353 0.5058 1.5703  0.291
7 H 1.8350 -0.5422 0.4771  0.262
8 H 0.6015 -0.6420 -1.0486  0.098

Cartesian forces (eV/Å) of the 6 atoms listed first:
S 0.4 0.2 -0.1
C -0.4 -0.2 0.1
C -1.0 -1.5 -2.7
O 0.0 1.7 0.7
H -0.4 -0.2 -0.4
H 0.2 0.4 1.3

* structure (SMILES): S[C@H]1CO1
* gap between HOMO and LUMO: 10.4 eV
* 2S+1: 1
* energy above the lowest of the compared OMol25 structures with the same formula, charge and spin: 1.873 eV
* charge: 0

***

This record from the Open Molecules 2025 dataset describes a structure of composition C18H28N4S2V. The level of theory is ωB97M-V/def2-TZVPD.

Each line ends with the Löwdin spin population.
Geometry (Å):
1 V 0.0543 0.4378 -0.0927  2.005
2 S 0.5939 -0.7378 2.0822  -0.038
3 S 0.6776 2.4637 -1.2177  -0.010
4 C 1.9471 0.0874 2.9955  -0.004
5 C 1.6116 -1.9235 1.1027  0.004
6 C 2.6404 -1.2416 0.2273  0.002
7 N 1.9919 -0.2955 -0.7173  0.001
8 C 2.9077 0.7705 -1.3218  0.003
9 C 2.0742 1.7164 -2.1650  0.009
10 H 0.9319 -2.5520 0.5171  0.000
11 H 2.0646 -2.5662 1.8649  0.000
12 H 3.2004 -2.0171 -0.3157  0.000
13 H 3.3731 -0.7010 0.8242  0.000
14 H 3.6530 0.2460 -1.9534  0.000
15 H 3.4250 1.2695 -0.4846  0.000
16 H 1.6542 1.2430 -3.0614  0.000
17 H 2.6730 2.5776 -2.4644  0.000
18 C 1.5653 3.1249 0.2205  0.002
19 H 1.7759 -0.8877 -1.5252  0.003
20 H 1.9737 2.3298 0.8555  0.001
21 H 0.8477 3.7035 0.8087  0.000
22 H 2.3624 3.7792 -0.1473  0.000
23 H 1.4728 0.5613 3.8686  0.000
24 H 2.3767 0.8480 2.2996  -0.001
25 H 2.7034 -0.6344 3.3578  -0.001
26 C -0.1525 -0.4090 -3.7833  0.004
27 C -1.3699 -0.0279 -3.4090  0.004
28 H 0.3015 -1.3358 -3.4349  0.000
29 H 0.4248 0.1054 -4.5432  0.000
30 H -1.9382 -0.5378 -2.6368  0.000
31 H -1.9145 0.7414 -3.9631  0.000
32 N -2.6250 -0.8785 1.3145  -0.006
33 C -2.4570 0.5012 1.5781  0.004
34 C -3.2108 1.0126 2.6528  -0.001
35 C -3.1173 2.3662 2.9698  0.007
36 C -2.2733 3.1794 2.2072  -0.003
37 C -1.6131 2.6291 1.1148  0.012
38 N -1.5940 1.2791 0.8664  0.000
39 C -2.0400 -1.7665 0.3935  0.000
40 C -2.5199 -3.0761 0.1496  -0.001
41 C -1.9696 -3.9162 -0.8141  0.003
42 C -0.9502 -3.3949 -1.6124  -0.002
43 C -0.4525 -2.1542 -1.2729  0.011
44 N -0.9933 -1.3267 -0.3289  -0.011
45 H -3.4334 -1.2746 1.7851  0.000
46 H -3.8390 0.3305 3.2442  0.000
47 H -3.7473 2.8091 3.7389  0.000
48 H -2.0952 4.2186 2.4495  0.000
49 H -1.0648 3.2430 0.3972  0.001
50 H -3.4686 -3.3736 0.6091  0.000
51 H -2.3506 -4.9221 -1.0365  0.000
52 H -0.5375 -3.9256 -2.4653  0.000
53 H 0.4494 -1.6979 -1.7286  0.002

Cartesian forces (eV/Å) of the 6 atoms listed first:
V -1.0 -1.0 1.1
S 0.8 -0.1 -0.7
S 0.3 -0.2 -0.6
C -0.1 0.7 -0.3
C -0.2 -0.4 0.6
C 0.6 -0.2 0.2

* gap between HOMO and LUMO (alpha / beta): 6.3 / 7.2 eV
* 2S+1: 3
* energy above the lowest of the compared OMol25 structures with the same formula, charge and spin: 0.000 eV
* charge: +3

***

This record from the Open Molecules 2025 dataset describes the molecule C4H6O. The level of theory is ωB97M-V/def2-TZVPD.

Each line ends with the Mulliken charge.
Geometry (Å):
1 O -1.2973 -0.7587 1.1182  -0.480
2 C -0.8583 -0.6511 -0.2123  -0.350
3 C -0.0054 0.5898 -0.4642  -0.535
4 C 1.5066 0.3046 1.3164  -0.474
5 C 1.4572 0.4745 0.0323  0.009
6 H -0.5339 -0.7061 1.7154  0.335
7 H -0.3193 -1.5523 -0.5469  0.250
8 H -1.7663 -0.5603 -0.8178  0.296
9 H 0.0556 0.7702 -1.5380  0.313
10 H -0.4963 1.4546 -0.0054  0.277
11 H 2.2832 0.5609 -0.6719  0.359

Cartesian forces (eV/Å) of the 6 atoms listed first:
O 0.2 0.0 0.2
C 0.0 0.1 -0.4
C -0.2 0.1 -0.2
C 0.2 0.1 -0.6
C -0.1 -0.1 0.6
H 0.0 -0.1 -0.1

* gap between HOMO and LUMO: 9.7 eV
* 2S+1: 1
* energy above the lowest of the compared OMol25 structures with the same formula, charge and spin: 3.395 eV
* charge: 0